[1]
{"formula": "C2H3Cl2NO3", "method": "wB97M-V/def2-TZVPD", "elements": ["Cl", "Cl", "O", "O", "O", "N", "C", "C", "H", "H", "H"], "coordinates": [[1.89107, -1.09576, -1.03633], [2.33759, -0.29809, 1.58762], [-1.58203, -0.42532, -1.00547], [-2.71482, -0.22918, 0.84461], [-0.70514, -1.06265, 0.90522], [-1.68492, -0.58239, 0.37660], [0.87725, 1.26361, -0.11560], [1.57533, 0.12029, 0.09050], [-0.91433, -1.01252, -1.40152], [0.85374, 1.96842, 0.72452], [0.06625, 1.35359, -0.97015]], "nbo_charge": [0.047, 0.040, -0.554, -0.311, -0.370, 0.733, -0.454, -0.110, 0.503, 0.232, 0.244], "e_above_lowest_kcal_mol": 27.0, "lumo_energy_ev": 0.08, "e_homo_ev": -9.73, "smiles": "O=[N+]([O-])O.C=C(Cl)Cl"}

---

[2]
{"formula": "CH5N4O2", "method": "wB97M-V/def2-TZVPD", "elements": ["O", "O", "N", "N", "N", "N", "C", "H", "H", "H", "H", "H"], "coordinates": [[1.10171, 1.86396, 0.36570], [0.11248, 0.84523, 2.07177], [0.73820, -0.43981, 0.23523], [-1.69528, -0.53273, -0.11389], [-0.44956, -1.21064, 0.38872], [0.97135, -0.25959, -1.18375], [0.62384, 0.89289, 0.96498], [-1.36524, 0.24486, -0.76607], [1.86246, 0.05525, -1.32714], [-1.95301, -0.10583, 0.76323], [-0.37095, -2.02162, -0.13829], [0.42399, 0.66802, -1.26049]], "nbo_charge": [-0.789, -0.751, -0.242, -0.715, -0.317, -0.704, 0.826, 0.322, 0.345, 0.362, 0.330, 0.332], "charge": -1, "e_above_lowest_kcal_mol": 3.8, "lumo_energy_ev": 4.51, "e_homo_ev": -4.22, "smiles": "NNN(N)C(=O)[O-]"}

---

[3]
{"formula": "H4N2OS2", "method": "wB97M-V/def2-TZVPD", "elements": ["S", "S", "O", "N", "N", "H", "H", "H", "H"], "coordinates": [[-1.02743, 0.93827, -0.24900], [2.10963, 0.79578, 0.06502], [0.44474, -1.42760, 0.16215], [0.80186, -0.42936, -0.48358], [-1.90002, -0.17806, 0.42971], [1.09851, -0.74268, -1.34625], [-1.77024, 1.00741, -1.39219], [2.20347, 0.32747, 1.34608], [-1.96052, -0.29124, 1.46807]], "nbo_charge": [0.635, 0.007, -0.444, -0.221, -0.948, 0.352, 0.088, 0.144, 0.386], "e_above_lowest_kcal_mol": 101.6, "lumo_energy_ev": [-0.42, -0.50], "e_homo_ev": [-8.48, -8.21]}

---

[4]
{"formula": "C31H70N3NbO11P3S2", "method": "wB97M-V/def2-TZVPD", "elements": ["Nb", "S", "S", "P", "P", "P", "O", "O", "O", "O", "O", "O", "O", "O", "O", "O", "O", "N", "N", "N", "C", "C", "C", "C", "C", "C", "C", "C", "C", "C", "C", "C", "C", "C", "C", "C", "C", "C", "C", "C", "C", "C", "C", "C", "C", "C", "C", "C", "C", "C", "C", "H", "H", "H", "H", "H", "H", "H", "H", "H", "H", "H", "H", "H", "H", "H", "H", "H", "H", "H", "H", "H", "H", "H", "H", "H", "H", "H", "H", "H", "H", "H", "H", "H", "H", "H", "H", "H", "H", "H", "H", "H", "H", "H", "H", "H", "H", "H", "H", "H", "H", "H", "H", "H", "H", "H", "H", "H", "H", "H", "H", "H", "H", "H", "H", "H", "H", "H", "H", "H", "H"], "coordinates": [[-0.34680, 3.04870, -1.23269], [0.85730, -2.64236, 0.23119], [-1.91883, -3.53496, 0.44733], [-0.31994, 3.27255, -3.79741], [5.29287, -5.06787, 1.32976], [-5.05753, -2.58945, 4.89553], [-4.25775, -1.25354, 5.17922], [-5.91763, -2.56324, 3.71110], [5.11941, -3.51634, 1.15895], [-3.51632, 4.99775, -2.16801], [5.87162, -5.18264, 2.80449], [-3.94619, -3.71984, 4.90552], [1.93125, 4.74778, 1.84452], [6.54873, -5.37100, 0.39781], [4.11358, -5.88786, 1.05577], [-2.11630, 1.29376, 2.40492], [-5.79882, -2.83165, 6.27164], [1.72626, 2.89265, -1.06155], [-1.04877, -2.16901, -1.67919], [-2.51395, 2.99571, -1.30704], [4.47262, -3.04659, -0.03902], [-0.36710, 0.76766, -1.62545], [-1.82889, 2.44456, -4.55475], [-0.28230, 5.29736, -0.90624], [-4.37234, -1.06111, -2.79121], [-1.94048, 2.24053, 1.38939], [-2.46298, 0.86375, 1.00860], [-3.74792, -4.47666, 3.69870], [1.63890, -0.62732, 1.99757], [-0.79678, -2.74431, -0.47594], [1.07913, -1.13577, -2.66508], [0.68620, -1.84351, 1.86750], [-3.05009, 3.92091, -1.86589], [-3.30358, -0.84355, 4.18330], [-0.49123, 2.49608, 0.97488], [-6.97193, -2.05173, 6.52227], [2.56409, 3.56243, -2.04053], [-5.44497, -0.16011, -2.15591], [7.11149, -6.67935, 0.46616], [0.45860, 0.26800, -2.83231], [-0.45111, 5.07396, -4.34126], [-3.49048, -1.61498, -1.65921], [0.93252, 5.54407, -4.87094], [4.48990, 1.91901, -2.24468], [-2.36478, -2.51591, -2.23165], [2.69320, -0.79349, 3.11932], [0.15686, 5.83428, 0.48511], [1.65063, 5.70262, 0.80467], [0.06690, -2.28963, -2.66360], [4.06730, 3.29767, -1.67296], [5.31534, -6.18613, 3.66449], [2.23419, 5.52771, -0.10335], [-2.15100, 1.67804, -3.84790], [-2.86958, -5.10087, 3.84150], [-3.06652, -0.74898, -1.15144], [4.69862, -3.68831, -0.89093], [3.88287, 1.59689, -3.09348], [3.61322, -0.29747, 2.80353], [-0.86106, 5.72579, -3.57054], [-0.07905, 1.51091, 1.18641], [-0.19478, 0.29143, -3.71233], [1.54161, 4.65770, -5.07161], [-3.74517, -0.48706, -3.47907], [-0.27304, -2.42751, -3.68791], [4.68621, 4.09533, -2.09228], [-0.47121, 5.49425, 1.31196], [-1.20587, 5.83144, -1.16779], [7.74445, -6.81976, -0.40641], [-4.93121, 0.54400, -1.49490], [-2.64508, 3.05962, 1.32498], [-3.57813, -3.81609, 2.85024], [4.83713, -2.04322, -0.24589], [1.01926, 0.23224, 2.24231], [-1.39686, 0.40401, -1.64286], [2.05075, 3.05882, -0.11586], [4.36109, 1.16933, -1.46230], [-0.13365, 3.25853, 1.67372], [2.46830, 3.17025, -3.05043], [0.46590, 5.68775, -1.62186], [-3.53293, 0.70578, 1.04249], [4.18828, 3.24988, -0.58774], [1.29552, 0.95635, -2.97247], [-4.84784, -1.88761, -3.32998], [-6.01307, 0.40327, -2.89682], [-0.01855, 6.92046, 0.45693], [2.90455, -1.83458, 3.36484], [-0.34920, -1.55810, 2.04571], [0.61306, -3.20843, -2.40716], [0.99224, -2.60021, 2.59049], [1.72788, -1.29306, -3.54074], [-1.71513, 0.08633, 0.92219], [-2.33052, -2.27013, -3.29706], [5.91403, -6.21129, 4.57199], [-3.71636, -0.94899, 3.17978], [-2.39883, -1.44673, 4.27710], [1.74384, -1.13091, -1.80335], [0.84677, 6.04261, -5.83984], [-4.07216, -2.22665, -0.96945], [2.46496, 4.66014, -2.07364], [3.39545, -3.01329, 0.11600], [5.34744, -7.16570, 3.18921], [-6.10586, -0.76414, -1.53089], [2.13920, -0.44169, 1.04615], [7.72166, -6.77353, 1.36650], [0.10888, 0.34563, -0.72781], [-6.89110, -1.05751, 6.08257], [1.50083, 6.13700, -4.15158], [2.74346, 4.31065, 1.57540], [-7.84245, -2.56107, 6.11046], [-7.08700, -1.95437, 7.59941], [4.28675, -5.93672, 3.91904], [-4.61285, -5.10941, 3.50497], [-2.61400, 3.20665, -4.54916], [-3.05149, 0.19710, 4.35136], [-1.13444, 5.11401, -5.19516], [-2.61182, -3.57964, -2.16914], [5.52180, 1.94997, -2.60355], [1.99613, 6.67192, 1.19186], [-1.63823, 2.06115, -5.55480], [2.33912, -0.26057, 4.00340], [6.33012, -7.44176, 0.46550]], "lowdin_charge": [1.685, 0.886, 0.673, 0.761, 0.330, 0.327, -0.209, -0.224, -0.202, 0.024, -0.211, -0.210, -0.090, -0.213, -0.218, -0.142, -0.209, -0.188, -0.156, -0.058, -0.079, -0.341, -0.359, -0.342, -0.261, -0.424, -0.072, -0.095, -0.292, -1.031, -0.219, -0.433, -0.530, -0.080, -0.248, -0.100, -0.375, -0.106, -0.102, -0.320, -0.479, -0.218, -0.202, -0.112, -0.217, -0.098, -0.273, -0.269, -0.174, -0.237, -0.096, 0.090, -0.011, 0.089, 0.080, 0.091, 0.061, 0.065, 0.034, 0.016, 0.079, 0.023, 0.098, 0.118, 0.093, 0.094, 0.029, 0.086, 0.062, 0.119, 0.038, 0.091, 0.079, 0.009, 0.022, 0.058, 0.038, 0.053, 0.021, 0.102, 0.087, 0.042, 0.105, 0.065, 0.091, 0.062, 0.051, 0.103, 0.063, 0.107, 0.084, 0.107, 0.086, 0.085, 0.091, 0.061, 0.052, 0.087, 0.073, 0.020, 0.083, 0.071, 0.081, 0.087, 0.024, 0.087, 0.050, 0.062, 0.087, 0.085, 0.091, 0.088, 0.016, 0.079, 0.055, 0.102, 0.059, 0.104, 0.014, 0.068, 0.087], "charge": -1, "lumo_energy_ev": 2.04, "e_homo_ev": -4.23}

---

[5]
{"formula": "C22H19F2N2O", "method": "wB97M-V/def2-TZVPD", "elements": ["F", "F", "O", "N", "N", "C", "C", "C", "C", "C", "C", "C", "C", "C", "C", "C", "C", "C", "C", "C", "C", "C", "C", "C", "C", "C", "C", "H", "H", "H", "H", "H", "H", "H", "H", "H", "H", "H", "H", "H", "H", "H", "H", "H", "H", "H"], "coordinates": [[4.32574, 4.58171, -2.48473], [-3.34627, 4.44775, -2.44059], [-1.12580, -1.47000, 5.45127], [-0.63050, -1.15607, 0.27980], [-0.63568, -3.16470, 3.96730], [4.23152, 3.21103, -2.39911], [-0.92171, -0.49447, 1.39883], [5.41653, 2.47662, -2.49205], [-0.79331, 0.39531, -1.64619], [5.32391, 1.07762, -2.41704], [-4.46282, 0.98911, -2.13871], [0.41316, 1.04307, -1.88310], [-2.11168, 2.49538, -1.89324], [-3.31692, 3.09043, -2.22850], [-0.93549, -1.10357, 2.66494], [-0.63887, -2.47681, 2.74491], [-3.26844, 0.35147, -1.81968], [2.98385, 2.62618, -2.21508], [2.90011, 1.20895, -2.09059], [-0.33194, -3.17501, 1.55117], [-0.85501, -2.65705, 5.24886], [1.68233, 0.48629, -1.85393], [-4.50064, 2.37039, -2.37495], [4.09730, 0.46227, -2.23120], [-0.34796, -2.46717, 0.35113], [-2.04914, 1.08018, -1.74762], [-0.74231, -3.67935, 6.37567], [-0.68203, -3.11637, 7.31199], [-1.21751, 3.11666, -1.83631], [6.37081, 2.97552, -2.63045], [-1.64414, -4.30965, 6.42672], [-0.09004, -4.24114, 1.56493], [-0.12612, -2.98849, -0.58601], [1.78176, -0.59276, -1.71509], [0.34824, 2.09129, -2.19592], [0.14715, -4.32259, 6.29044], [4.02174, -0.62239, -2.17445], [-1.17463, -0.50595, 3.53729], [6.22570, 0.47120, -2.49497], [-3.22519, -0.72900, -1.70382], [-1.15483, 0.56229, 1.27259], [-5.37445, 0.39971, -2.23489], [-0.40881, -4.16052, 3.92818], [-0.83069, -0.70229, -1.64955], [2.09169, 3.24702, -2.13924], [-5.41860, 2.87787, -2.64900]], "nbo_charge": [-0.313, -0.312, -0.583, -0.499, -0.610, 0.398, 0.060, -0.194, 0.130, -0.200, -0.201, -0.336, -0.205, 0.393, -0.272, 0.209, -0.116, -0.216, -0.130, -0.272, 0.693, 0.073, -0.186, -0.131, 0.036, -0.155, -0.722, 0.259, 0.236, 0.255, 0.247, 0.228, 0.199, 0.223, 0.211, 0.230, 0.223, 0.279, 0.241, 0.231, 0.199, 0.243, 0.407, 0.261, 0.236, 0.255], "charge": 1, "e_above_lowest_kcal_mol": 0.0, "lumo_energy_ev": -5.49, "e_homo_ev": -11.92}

---

Listing molar mass for the structures above in their given order: 159.96; 105.08; 112.18; 910.87; 365.40 Da.
Listing E_tot for the structures above in their given order: -1278.6893; -410.5847; -983.3130; -4092.5378; -1233.9536 Ha.